Entry 1:
The following is a DFT calculation (wB97M-V/def2-TZVPD) of the molecule C6H6 in a non-equilibrium geometry.

As for the total energy: -6313.0924 eV. The largest force on an atom is 3.6 eV Å⁻¹. The value obtained for the frontier orbital gap is 0.3609 Eh.

Last column: Löwdin charge in e.
Geometry (Å):
C1 -1.3681 0.4886 0.0418  -0.125
C2 -1.8388 -0.6956 0.1113  0.025
C3 -0.3754 1.5351 0.1390  -0.030
C4 0.7525 -0.9783 0.5443  -0.098
C5 -0.3879 -0.9845 -0.4203  -0.310
C6 0.6700 0.1750 -0.3777  -0.116
H1 -0.3635 2.3042 -0.6232  0.090
H2 -0.1253 1.8864 1.1312  0.096
H3 0.5304 -0.8276 1.5898  0.118
H4 1.5541 -1.6772 0.3542  0.111
H5 -0.3842 -1.6122 -1.2979  0.125
H6 1.3362 0.3860 -1.1924  0.116

Cartesian forces (eV/Å) of the 2 atoms listed first:
C -0.96 -0.43 0.13
C 0.13 1.14 0.26

=====

Entry 2:
The following is a DFT calculation (wB97M-V/def2-TZVPD) of a structure of composition C27H23F6HfN6O4S2 in a non-equilibrium geometry.

The charge is +3. As for the total energy: -84763.8811 eV. The largest force on an atom is 2.2 eV Å⁻¹. The value obtained for the frontier orbital gap is 0.3036 Eh.

Last column: Löwdin charge in e.
Geometry (Å):
Hf1 0.0906 -0.3222 0.2738  1.718
C1 1.4709 -0.7336 3.0368  -0.103
N1 1.8464 -1.0873 1.6574  -0.235
C2 3.0744 -0.3412 1.3072  -0.095
C3 3.2135 -0.2151 -0.1876  -0.227
C4 4.4588 -0.0988 -0.7931  0.035
C5 4.5345 -0.0272 -2.1764  0.020
C6 3.3531 -0.1113 -2.9060  0.001
C7 2.1507 -0.2032 -2.2286  -0.105
N2 2.0636 -0.2264 -0.8851  -0.035
C8 2.0341 -2.5461 1.4858  -0.060
C9 1.0023 -3.1947 0.5841  -0.243
C10 0.6903 -4.5436 0.6955  0.026
C11 -0.0964 -5.1394 -0.2806  0.023
C12 -0.4998 -4.3774 -1.3692  0.012
C13 -0.2035 -3.0273 -1.3808  -0.094
N3 0.5085 -2.4292 -0.4102  -0.035
C14 0.8523 0.6453 3.0500  -0.249
C15 0.6574 1.3328 4.2400  0.029
C16 0.1493 2.6220 4.2066  0.029
C17 -0.1016 3.1986 2.9675  0.013
C18 0.1021 2.4512 1.8232  -0.089
N4 0.5521 1.1822 1.8487  -0.034
H1 2.3502 -0.7484 3.6984  0.164
H2 0.7503 -1.4574 3.4297  0.130
H3 3.9669 -0.8281 1.7264  0.158
H4 3.0204 0.6713 1.7262  0.146
H5 5.3541 -0.0624 -0.1892  0.139
H6 5.4906 0.0753 -2.6696  0.138
H7 3.3777 -0.1063 -3.9843  0.129
H8 1.2114 -0.2727 -2.7666  0.112
H9 2.0520 -3.0564 2.4536  0.152
H10 3.0066 -2.7366 1.0111  0.157
H11 1.0510 -5.1298 1.5260  0.140
H12 -0.3615 -6.1837 -0.2132  0.140
H13 -1.0385 -4.8189 -2.1928  0.133
H14 -0.5139 -2.4009 -2.2099  0.123
H15 0.9034 0.8604 5.1779  0.143
H16 -0.0133 3.1691 5.1234  0.140
H17 -0.4478 4.2154 2.8972  0.131
H18 -0.0732 2.8774 0.8419  0.113
F1 -2.0601 -0.0977 3.6289  0.137
C19 -2.4572 -1.3723 3.7645  -0.641
F2 -3.6745 -1.4101 4.2197  0.238
F3 -1.6088 -1.9614 4.5912  0.187
S1 -2.2038 -2.0859 2.0384  0.740
O1 -0.9017 -1.4333 1.7147  -0.455
O2 -2.1254 -3.4897 2.0350  -0.158
N5 -3.2931 -1.4010 1.1312  -0.226
S2 -2.7170 -0.3131 0.1901  0.696
O3 -1.9994 0.7572 0.8576  -0.329
O4 -1.7779 -0.8639 -0.7903  -0.373
C20 -4.1892 0.3882 -0.7442  -0.660
F4 -4.7324 -0.5385 -1.4909  0.224
F5 -3.6694 1.3379 -1.5187  0.162
F6 -5.0616 0.9156 0.0718  0.229
N6 -0.1935 1.3250 -1.1943  0.103
C21 -0.6403 2.0233 -2.0174  -0.049
C22 -1.1218 2.8410 -3.0169  -0.208
C23 -0.4686 2.8616 -4.2705  0.007
C24 -0.9796 3.6331 -5.2903  -0.024
C25 -2.1299 4.3904 -5.0916  0.006
C26 -2.7573 4.4022 -3.8501  -0.021
C27 -2.2650 3.6434 -2.8112  -0.005
H19 0.4259 2.2768 -4.4170  0.120
H20 -0.4803 3.6503 -6.2465  0.128
H21 -2.5307 4.9803 -5.9009  0.132
H22 -3.6332 5.0118 -3.6933  0.128
H23 -2.7448 3.6539 -1.8469  0.119

Cartesian forces (eV/Å) of the 2 atoms listed first:
Hf 1.03 0.71 -1.01
C -0.21 0.13 0.60